Entry 1:
{
  "formula": "C2H5N3S2",
  "method": "ωB97M-V/def2-TZVPD",
  "e_tot_ev": -28294.8799,
  "fmax_ev_per_a": 0.76,
  "homo_energy_ev": -9.379,
  "e_lumo_ev": 0.433,
  "homo_lumo_gap_ev": 9.8,
  "de_lowest_kcal_mol": 41.2,
  "species": ["C", "C", "N", "N", "N", "S", "S", "H", "H", "H", "H", "H"],
  "positions_angstrom": [[3.04611, 0.13263, 0.46383], [4.03376, 1.05582, 0.06464], [3.45055, -1.11264, 0.37304], [5.14847, 0.47438, -0.31190], [-2.88607, -1.04286, -0.38805], [-1.32508, -1.51646, 0.14833], [4.97268, -1.12924, -0.17900], [2.05601, 0.35896, 0.81274], [3.95159, 2.12647, 0.04757], [-0.83237, -0.27569, 0.22482], [-3.58734, -1.39177, 0.25568], [-3.07343, -1.42233, -1.31106]],
  "atomic_forces_ev_per_a": [[0.20, -0.29, -0.06], [0.27, -0.21, -0.08], [-0.38, -0.64, 0.16], [0.64, 0.31, -0.26], [-0.14, -0.31, -0.05], [-0.12, 0.06, -0.10], [-0.49, 0.56, 0.16], [-0.21, 0.05, 0.08], [-0.04, 0.22, 0.00], [0.15, 0.06, 0.06], [0.06, 0.10, -0.08], [0.05, 0.09, 0.16]]
}

Entry 2:
{
  "formula": "C7H12",
  "method": "ωB97M-V/def2-TZVPD",
  "e_tot_ev": -7448.3079,
  "fmax_ev_per_a": 0.72,
  "homo_energy_ev": [-9.129, -9.129],
  "e_lumo_ev": [-0.071, -0.071],
  "homo_lumo_gap_ev": [9.1, 9.1],
  "de_lowest_kcal_mol": 118.2,
  "species": ["C", "C", "C", "C", "C", "C", "C", "H", "H", "H", "H", "H", "H", "H", "H", "H", "H", "H", "H"],
  "positions_angstrom": [[1.64864, 1.45435, -0.64876], [1.15195, 0.52246, 0.44869], [0.94646, -0.90352, 0.11875], [0.00133, -1.68606, 0.23260], [-1.03132, -0.73337, 0.91426], [-2.43316, -0.80267, 0.31642], [-0.38402, 0.70893, 0.79482], [1.04523, 1.34088, -1.55536], [1.57367, 2.49362, -0.31028], [2.69419, 1.25337, -0.90194], [1.77686, 0.63367, 1.34237], [-1.08746, -1.03028, 1.96862], [-2.42129, -0.50123, -0.73674], [-3.12086, -0.13507, 0.85292], [-2.82933, -1.82118, 0.37219], [-0.53815, 1.33217, 1.68392], [-0.85135, 1.23050, -0.05068], [1.67411, -1.72803, -2.15407], [2.18451, -1.62852, -2.68775]],
  "atomic_forces_ev_per_a": [[0.01, 0.01, -0.03], [0.02, 0.07, 0.05], [-0.68, -0.17, 0.17], [0.49, 0.11, -0.10], [-0.18, 0.15, 0.16], [0.03, -0.02, -0.04], [-0.08, 0.11, 0.00], [0.08, 0.00, 0.13], [0.02, -0.14, -0.06], [-0.15, 0.03, 0.04], [-0.10, -0.03, -0.11], [0.09, 0.01, -0.19], [0.02, -0.05, 0.13], [0.17, -0.06, -0.06], [0.09, 0.16, 0.02], [0.01, -0.09, -0.11], [0.09, -0.08, 0.10], [0.07, 0.00, -0.11], [-0.01, -0.01, 0.01]]
}

What is the formula in the first record? C2H5N3S2